Record 1
A structure of composition C8H11NO5 in a non-equilibrium geometry, computed with ωB97M-V with the def2-TZVPD basis set.

XYZ file:
```
25
Properties=species:S:1:pos:R:3:forces:R:3
C -0.705 1.561 -0.715 0.205 -1.405 0.805
C 0.585 1.176 -0.155 0.450 -0.093 0.469
C -1.625 0.578 -0.977 -0.346 0.315 -1.858
C 2.366 0.053 -1.185 -0.248 -2.350 2.402
C -1.031 -0.786 -1.072 1.066 -1.400 0.898
C 1.103 2.115 0.923 0.968 3.361 -2.299
C -1.576 -2.033 -0.375 -0.340 2.059 2.296
C 1.685 -0.919 -0.067 0.100 -0.015 -3.843
N 0.426 -0.242 0.150 0.426 -1.516 -0.812
O 1.662 1.147 -1.149 -0.056 1.324 -1.307
O -2.793 0.662 -1.483 0.289 0.140 0.834
O 3.372 -0.193 -1.781 -0.452 0.384 -0.266
O -0.977 2.863 -0.608 -0.340 1.489 -0.286
O -0.484 -1.209 -2.219 0.417 2.737 -1.048
H 1.033 3.213 0.332 -0.066 -2.818 1.896
H 2.197 2.116 1.176 -1.121 -0.833 -0.106
H 0.436 2.123 1.756 -0.256 0.199 0.683
H -0.902 -2.438 0.389 0.162 0.471 0.079
H -1.561 -2.796 -1.070 -0.830 -1.518 -1.556
H -2.546 -1.823 0.159 0.824 -0.327 -1.005
H 2.388 -0.945 0.702 0.792 -0.047 1.756
H 1.590 -1.928 -0.537 -0.171 0.707 0.505
H -0.080 -0.524 0.964 -0.027 0.546 0.777
H -1.915 2.926 -0.737 -0.996 0.414 -0.297
H -0.280 -0.380 -2.798 -0.452 -1.824 1.284
```
Forces are in eV/Å.

The value obtained for the orbital gap is 7.507 eV. For the relative energy (zero: lowest compared OMol25 entry of this formula, charge and spin), the calculation gives 1.265 eV. As for the calculated total energy: -20198.756 eV.

Record 2
The molecule C8H11NS2 in a non-equilibrium geometry, computed with ωB97M-V with the def2-TZVPD basis set.

XYZ file:
```
22
Properties=species:S:1:pos:R:3:forces:R:3
C 1.683 -0.683 -1.216 0.270 -1.416 2.179
C 1.868 -1.092 0.040 0.283 0.165 -1.545
C 0.960 -1.802 0.927 -1.176 -2.690 0.023
C -0.443 -1.090 1.328 3.978 -0.651 -3.303
N -0.582 0.014 0.375 0.214 -2.225 3.149
C -1.829 0.227 -0.034 -1.252 3.494 -2.226
S -3.238 -0.510 -0.051 -1.035 -1.944 0.611
C -1.808 1.638 -0.610 -1.332 0.872 1.114
C -0.347 1.763 -0.902 1.386 3.648 -2.527
C 0.294 1.079 0.239 -0.222 0.510 0.694
S 1.533 1.544 1.221 -1.171 -0.116 -0.484
H 0.832 -0.930 -1.742 -1.860 -0.343 -1.076
H 2.343 -0.010 -1.628 1.650 0.990 -1.169
H 2.807 -0.942 0.473 1.352 0.819 0.541
H 1.484 -2.087 1.823 0.175 0.227 0.563
H 0.894 -2.849 0.405 -0.982 1.664 0.907
H -1.154 -1.805 1.055 -1.548 -0.698 0.253
H -0.429 -0.760 2.319 -0.124 0.457 1.487
H -2.569 1.888 -1.382 0.897 -0.730 0.149
H -2.145 2.324 0.242 0.796 -0.777 -0.795
H -0.134 1.202 -1.886 -0.002 0.873 1.422
H -0.020 2.878 -0.997 -0.297 -2.131 0.032
```
Forces are in eV/Å.

The value obtained for the orbital gap is 8.074 eV. For the relative energy (zero: lowest compared OMol25 entry of this formula, charge and spin), the calculation gives 1.640 eV. As for the calculated total energy: -31632.262 eV. As for the SMILES: C=CCCN1C(=S)CCC1=S.

Record 3
The molecule C8H11OPS2 in a non-equilibrium geometry, computed with ωB97M-V with the def2-TZVPD basis set.

XYZ file:
```
23
Properties=species:S:1:pos:R:3:forces:R:3
C 3.136 0.504 0.570 -4.625 -4.096 -0.089
O 1.895 1.236 0.468 0.768 0.786 0.251
P 0.807 0.591 -0.455 -2.702 0.559 -1.361
C 0.230 1.978 -1.421 -2.096 0.811 1.353
S 1.228 -0.877 -1.541 0.666 -1.603 -1.099
C -0.602 0.200 0.743 0.010 -0.249 0.639
C -0.328 -1.171 1.300 0.113 0.459 -1.091
C -0.951 -2.239 0.726 1.798 -0.757 2.344
C -1.999 -2.098 -0.275 0.818 2.428 2.605
C -2.582 -0.884 -0.386 0.035 -1.549 -2.460
C -1.977 0.252 0.164 -0.295 3.284 0.300
S -2.790 1.709 0.146 0.353 -0.704 0.049
H 3.917 1.107 0.562 3.491 2.778 -0.418
H 3.016 -0.310 -0.207 1.322 0.986 0.708
H 2.997 0.015 1.513 0.766 -0.415 0.743
H 1.046 2.462 -1.878 1.078 0.144 -1.051
H -0.660 1.796 -2.098 1.324 0.037 0.839
H -0.059 2.726 -0.642 -0.298 -0.333 -0.550
H -0.435 1.066 1.421 -0.388 -0.710 -0.001
H 0.551 -1.200 1.963 -0.736 -0.620 -0.134
H -0.600 -3.201 1.226 -0.883 0.908 -1.412
H -2.474 -2.872 -0.733 -0.747 -2.441 -1.228
H -3.364 -0.790 -1.167 0.231 0.299 1.062
```
Forces are in eV/Å.

The value obtained for the orbital gap is 7.326 eV. For the relative energy (zero: lowest compared OMol25 entry of this formula, charge and spin), the calculation gives 1.528 eV. As for the calculated total energy: -41479.923 eV. As for the SMILES: CO[P@@](C)(=S)[C@@H]1C=CC=CC1=S.

Record 4
The molecule C8H12 in a non-equilibrium geometry, computed with ωB97M-V with the def2-TZVPD basis set.

XYZ file:
```
20
Properties=species:S:1:pos:R:3:forces:R:3
C 0.857 2.007 -0.471 -0.439 4.323 -3.241
C 1.029 0.949 0.202 -1.445 -1.435 4.211
C -0.157 0.020 0.415 2.160 -2.519 0.728
C -0.483 -0.374 1.921 -2.951 2.377 1.546
C 0.531 -1.220 -0.162 1.994 -0.732 -1.535
C 1.767 -1.339 -0.774 -2.928 -1.810 2.086
C -1.455 0.428 -0.238 0.290 -2.359 -1.279
C -2.034 -0.401 -1.136 -1.756 2.359 -0.935
H 1.728 2.634 -0.424 0.071 0.838 -0.705
H -0.038 2.351 -1.123 1.614 -0.884 1.429
H 1.967 0.838 0.818 -1.269 -0.234 -0.744
H -1.541 -0.874 2.084 2.301 0.118 -1.037
H -0.900 0.668 2.364 1.708 -1.968 -0.316
H 0.273 -0.896 2.592 -0.744 1.007 -1.165
H 0.083 -2.153 0.050 -0.914 -0.981 -0.086
H 2.190 -2.340 -0.962 -0.605 0.424 -0.060
H 2.484 -0.598 -0.751 1.089 1.744 -0.673
H -1.917 1.343 0.095 -0.078 0.222 -0.102
H -1.710 -1.340 -1.552 0.751 -0.096 0.473
H -2.953 -0.053 -1.735 1.152 -0.395 1.405
```
Forces are in eV/Å.

The value obtained for the orbital gap is 10.465 eV. For the relative energy (zero: lowest compared OMol25 entry of this formula, charge and spin), the calculation gives 3.158 eV. As for the calculated total energy: -8486.425 eV. As for the SMILES: C=CC(C)(C=C)C=C.

Record 5
The molecule C8H12 in a non-equilibrium geometry, computed with ωB97M-V with the def2-TZVPD basis set.

XYZ file:
```
20
Properties=species:S:1:pos:R:3:forces:R:3
C 1.967 2.057 0.661 1.726 1.397 -0.224
C 0.883 2.145 -0.070 -2.342 0.248 -1.015
C 0.102 0.930 -0.215 -6.941 -3.667 -3.006
C -1.168 0.114 -0.637 7.286 3.798 3.386
C -2.485 -0.201 -1.205 0.104 1.790 -3.202
C 0.009 -0.520 0.171 -0.920 -0.325 -2.130
C -0.108 -0.801 1.607 1.040 -4.104 0.439
C 0.775 -1.589 -0.619 3.384 0.401 2.163
H 2.612 2.971 0.715 -0.389 -1.238 0.480
H 2.241 1.065 0.989 0.469 0.230 0.412
H 0.488 3.107 -0.510 0.578 -1.258 0.495
H -3.197 -0.566 -0.512 -0.560 -0.268 1.043
H -2.360 -1.076 -1.982 -0.291 1.886 1.086
H -2.931 0.833 -1.682 0.913 -2.881 0.791
H -0.447 0.050 2.120 -1.491 0.524 1.082
H 0.911 -0.902 1.956 0.646 -0.006 0.276
H -0.457 -1.951 1.801 -0.116 3.082 -0.075
H 0.746 -1.397 -1.625 0.092 1.101 -2.613
H 0.490 -2.609 -0.623 -1.020 -1.106 0.984
H 1.929 -1.661 -0.341 -2.166 0.396 -0.372
```
Forces are in eV/Å.

The value obtained for the orbital gap is 8.094 eV. For the relative energy (zero: lowest compared OMol25 entry of this formula, charge and spin), the calculation gives 4.657 eV. As for the calculated total energy: -8484.925 eV. As for the SMILES: C=CC1=C(C)C1(C)C.

Record 6
A cluster of 2 separate species, C8H12BN4O2 in total in a non-equilibrium geometry, computed with ωB97M-V with the def2-TZVPD basis set.

XYZ file:
```
27
Properties=species:S:1:pos:R:3:forces:R:3
B -0.846 1.575 1.300 -1.344 -1.775 0.238
C 2.317 -2.091 0.355 0.284 -1.246 -0.011
C 1.247 -1.422 -0.091 -0.655 -0.894 -0.733
C 2.396 -0.143 1.201 -0.579 0.444 1.250
C -1.504 -0.316 -2.975 0.619 0.274 0.089
C -2.336 -1.185 -2.193 -1.626 -0.800 -0.006
C -0.703 0.718 -2.497 -2.095 -2.547 -1.564
C -0.333 1.223 -0.163 1.923 -1.594 2.055
C 2.682 1.146 1.876 0.221 0.419 -0.108
N 3.029 -1.299 1.193 0.713 1.012 0.527
N -0.672 1.025 -1.274 0.170 0.880 3.045
N 1.236 -0.219 0.509 -1.936 2.052 -1.269
N -2.793 -1.300 -0.934 1.460 0.999 -1.062
O -0.150 2.393 2.056 -0.208 1.174 2.401
O -1.970 0.734 1.477 3.102 0.886 -3.100
H 2.506 -3.146 0.161 0.388 0.450 0.125
H 0.572 -1.824 -0.784 -1.285 -0.030 -0.689
H -1.381 -0.466 -4.064 -0.597 -0.367 0.910
H -2.903 -1.942 -2.744 0.774 0.157 -0.569
H -0.117 1.389 -3.017 1.104 0.898 -2.124
H 3.343 1.095 2.683 1.451 -0.801 1.132
H 3.204 1.783 1.166 -0.335 0.504 -0.085
H 1.841 1.645 2.376 0.046 -0.293 -0.988
H -2.521 -0.660 -0.199 0.093 -0.041 0.285
H -3.372 -2.101 -0.671 0.281 0.544 -0.332
H -0.257 2.588 3.051 -0.131 -0.679 -2.454
H -2.512 0.798 2.201 -1.838 0.374 3.037
```
Forces are in eV/Å.

The value obtained for the orbital gap (spin up / spin down) is 4.738 / 4.739 eV. For the relative energy (zero: lowest compared OMol25 entry of this formula, charge and spin), the calculation gives 3.298 eV. As for the charge: +1. As for the calculated total energy: -19213.675 eV.